65
Properties=species:S:1:pos:R:3:nbo_charge:R:1 method="wB97M-V/def2-TZVPD" orbital_gap_ev=8.80 lumo_energy_ha=-0.0068 e_homo_ha=-0.3301
N -1.26890 5.99217 -1.32794 -0.81
C -0.27750 5.23891 -0.52211 -0.59
B -0.88715 4.35359 0.61014 1.14
O -2.10217 3.71313 0.46783 -0.89
B -2.34120 2.91395 1.56061 0.99
Br -3.91321 3.09672 2.61531 -0.08
O -1.33463 2.05096 1.95185 -0.87
B -0.21334 2.79228 2.20179 0.75
P 1.33657 2.02589 3.05538 1.56
O 2.50304 3.12853 3.00186 -0.98
O 1.96196 0.89344 2.12035 -0.97
S 0.86118 1.38396 4.79376 -0.54
O -0.20624 4.12694 1.82244 -0.89
H -1.98621 6.36364 -0.71844 0.35
H -1.74337 5.33984 -1.94036 0.37
H 0.44977 5.92646 -0.09536 0.22
H 0.26393 4.58387 -1.20672 0.23
H 2.14391 4.00417 3.17761 0.51
H 2.40484 1.25324 1.34261 0.51
C 3.16190 -7.46901 4.75579 -0.25
O 2.64302 -6.48043 3.89872 -0.54
C 1.23902 -6.57572 3.74029 -0.09
C 0.63876 -5.24319 3.35750 -0.09
O 0.50445 -4.33357 4.43433 -0.54
C 1.67545 -3.67199 4.88809 -0.09
C 2.15477 -2.56479 3.98052 -0.10
O 2.84709 -3.09135 2.85728 -0.55
C 2.84142 -2.19764 1.77063 -0.24
H 2.99866 -8.47622 4.35378 0.16
H 4.23232 -7.29517 4.84490 0.19
H 2.70942 -7.40608 5.75265 0.16
H 0.77270 -6.92390 4.66991 0.17
H 1.01854 -7.30307 2.94566 0.17
H -0.38424 -5.43524 3.02565 0.19
H 1.18598 -4.79882 2.52301 0.19
H 2.48067 -4.38194 5.08984 0.19
H 1.38494 -3.21194 5.83452 0.19
H 2.83292 -1.91056 4.54489 0.18
H 1.29547 -1.96796 3.65367 0.18
H 1.81586 -1.96090 1.46236 0.16
H 3.35768 -2.68108 0.94205 0.19
H 3.36016 -1.26835 2.02359 0.17
C 0.68576 -0.23621 -4.05363 -0.25
O -0.63697 0.24718 -4.08185 -0.54
C -0.97918 0.97498 -2.91869 -0.09
C -2.10123 1.94833 -3.19266 -0.09
O -1.69564 3.13130 -3.86353 -0.55
C -1.42142 3.04153 -5.25351 -0.09
C -2.65371 2.94122 -6.12072 -0.09
O -3.18127 1.62776 -6.10177 -0.55
C -4.54971 1.58755 -6.43328 -0.25
H 0.83693 -0.94570 -3.23153 0.17
H 0.86700 -0.74704 -4.99667 0.20
H 1.40493 0.58587 -3.95310 0.16
H -0.10726 1.52823 -2.54530 0.16
H -1.30639 0.27061 -2.14021 0.17
H -2.47029 2.29843 -2.22496 0.19
H -2.92859 1.45540 -3.70664 0.20
H -0.72991 2.22501 -5.47089 0.19
H -0.92392 3.98148 -5.50030 0.19
H -2.38204 3.20483 -7.15267 0.17
H -3.40290 3.65821 -5.76326 0.17
H -5.14362 2.19285 -5.73801 0.16
H -4.87274 0.55125 -6.36218 0.19
H -4.72605 1.94415 -7.45487 0.17

=====

62
Properties=species:S:1:pos:R:3:nbo_charge:R:1 method="wB97M-V/def2-TZVPD" orbital_gap_ev=8.77 lumo_energy_ha=0.0171 e_homo_ha=-0.3051 smiles="CC(C)[C@@H](C)CO[Si@](I)(CN)P(O)Cl.CCOS(C)(=O)=O.CCOS(C)(=O)=O"
C -0.26978 -1.37491 0.88042 -0.61
C 0.42158 -0.50447 1.93210 -0.22
C 1.84621 -0.10566 1.49847 -0.62
C -0.43554 0.69481 2.37734 -0.24
C 0.28230 1.52277 3.44821 -0.61
C -0.97996 1.58248 1.24569 -0.06
O -0.12906 2.70751 0.96537 -0.95
Si 0.33391 3.26474 -0.49341 1.34
I 0.66566 1.54232 -2.20104 -0.22
C 1.95721 4.20202 -0.26458 -0.73
N 2.89809 4.27315 -1.38813 -0.82
P -1.25487 4.76445 -1.21251 0.67
O -0.52716 5.28732 -2.61662 -0.99
Cl -2.57896 3.43934 -2.04881 -0.29
H -1.30638 -1.58243 1.16469 0.21
H 0.24317 -2.33510 0.79414 0.21
H -0.27325 -0.90528 -0.10649 0.20
H 0.50376 -1.12731 2.83131 0.21
H 1.89700 0.93661 1.17106 0.20
H 2.18236 -0.70986 0.65278 0.22
H 2.56717 -0.22749 2.30932 0.21
H -1.32742 0.26623 2.85391 0.22
H 0.81456 0.86018 4.13792 0.20
H 1.01550 2.20161 3.01322 0.22
H -0.42282 2.12418 4.02961 0.21
H -1.12036 1.00758 0.32689 0.19
H -1.95632 1.98202 1.53534 0.18
H 1.73110 5.22036 0.07896 0.22
H 2.45741 3.71885 0.58227 0.24
H 2.42944 4.44297 -2.27047 0.35
H 3.36772 3.38356 -1.50466 0.37
H 0.27211 5.80725 -2.44167 0.50
O 1.10022 -1.68295 -5.61317 -0.94
S 1.39556 -1.15828 -6.91259 2.39
O 2.32637 -0.07817 -7.02585 -0.94
O 0.03624 -0.78059 -7.63305 -0.73
C -0.88836 0.07514 -6.90672 -0.08
C -0.46096 1.52519 -6.91030 -0.64
C 1.87869 -2.45390 -7.99733 -0.89
H -1.00049 -0.31830 -5.89596 0.20
H -1.82900 -0.06549 -7.43456 0.20
H 0.45792 1.67052 -6.34503 0.23
H -1.24495 2.13185 -6.45592 0.22
H -0.29170 1.87108 -7.92990 0.22
H 1.15799 -3.26295 -7.92237 0.25
H 2.86185 -2.77895 -7.66396 0.25
H 1.93068 -2.05755 -9.00755 0.25
O -1.87204 -2.17002 4.09571 -0.95
S -1.08921 -2.31405 5.28827 2.39
O 0.24242 -2.82465 5.17976 -0.94
O -1.91346 -3.16572 6.33865 -0.72
C -2.49593 -4.41396 5.87283 -0.08
C -1.47315 -5.51821 5.73364 -0.64
C -1.06311 -0.79922 6.17732 -0.89
H -3.01935 -4.21874 4.93673 0.20
H -3.23352 -4.64785 6.63722 0.20
H -0.75826 -5.30627 4.94072 0.23
H -1.99023 -6.44873 5.49640 0.22
H -0.92288 -5.65167 6.66470 0.22
H -2.07996 -0.42846 6.26975 0.25
H -0.45378 -0.11400 5.59177 0.26
H -0.61203 -0.97492 7.15019 0.26

=====

57
Properties=species:S:1:pos:R:3:nbo_charge:R:1 method="wB97M-V/def2-TZVPD" spin_multiplicity=2 charge=+1 orbital_gap_ev="10.20 / 6.71" lumo_energy_ha="-0.0756 / -0.2023" e_homo_ha="-0.4504 / -0.4490" s_squared=0.759
Ag -17.03461 -14.55409 -4.65651 0.96
C -14.60669 -13.96563 -2.36746 -0.32
O -16.03018 -13.88684 -2.57039 -0.44
H -14.15613 -13.97569 -3.35993 0.21
H -14.25064 -13.05932 -1.87764 0.21
H -14.07991 -14.75848 -1.83642 0.19
C -18.91210 -11.99755 -3.59729 -0.63
C -19.61078 -13.08054 -2.84841 -0.07
C -21.13505 -13.09346 -3.16554 -0.07
O -21.86764 -13.90566 -2.25204 -0.55
C -23.24158 -13.59236 -2.26589 -0.25
N -19.03846 -14.36250 -3.15170 -0.88
H -19.18167 -11.02701 -3.18076 0.23
H -19.25124 -11.93405 -4.63124 0.21
H -17.82360 -12.05089 -3.57681 0.21
H -19.53852 -12.91924 -1.77283 0.19
H -21.36848 -13.27901 -4.21395 0.17
H -21.37989 -12.03297 -3.10619 0.17
H -23.64958 -13.70534 -3.27031 0.17
H -23.31701 -12.56529 -1.90875 0.17
H -23.77015 -14.18389 -1.51836 0.20
H -18.20001 -14.25547 -2.59886 0.37
H -19.69963 -14.97636 -2.69767 0.39
C -16.18736 -18.97462 -5.08967 -0.62
C -15.68477 -17.92224 -4.13353 -0.08
C -14.34381 -17.31813 -4.64611 -0.05
O -13.41005 -18.15011 -4.03679 -0.53
C -12.06025 -17.70354 -4.10409 -0.26
N -16.71666 -16.95309 -3.96158 -0.87
H -17.14921 -19.36679 -4.75929 0.21
H -15.55359 -19.85296 -5.21198 0.24
H -16.29173 -18.65751 -6.12728 0.20
H -15.43043 -18.39453 -3.18467 0.20
H -14.27503 -16.29046 -4.28937 0.14
H -14.27612 -17.25562 -5.73221 0.17
H -11.39562 -18.54967 -3.92967 0.21
H -11.83222 -16.81416 -3.51663 0.17
H -11.77154 -17.42297 -5.11702 0.17
H -17.52130 -17.39290 -3.53822 0.38
H -16.41282 -16.32183 -3.23405 0.36
C -18.34721 -14.75503 -8.83474 -0.60
C -17.51676 -14.53844 -7.67074 -0.09
C -17.27988 -13.08347 -7.23107 -0.07
O -16.35282 -13.04384 -6.15563 -0.58
C -15.82450 -11.81310 -5.91920 -0.27
N -18.18218 -15.26290 -6.60414 -0.89
H -19.32020 -14.41085 -8.48414 0.19
H -18.31406 -15.80695 -9.11840 0.23
H -17.98405 -14.12358 -9.64560 0.22
H -16.55453 -14.97486 -7.93860 0.21
H -18.25320 -12.65747 -6.98764 0.18
H -16.95987 -12.56912 -8.13724 0.20
H -15.02543 -11.54494 -6.61035 0.19
H -15.37550 -11.69650 -4.93283 0.20
H -16.46210 -10.92905 -5.92322 0.19
H -18.02375 -16.25902 -6.55175 0.39
H -19.16102 -15.26684 -6.85304 0.38

=====

84
Properties=species:S:1:pos:R:3:mulliken_charge:R:1 method="wB97M-V/def2-TZVPD" charge=-1 orbital_gap_ev=9.60 lumo_energy_ha=0.0741 e_homo_ha=-0.2786
N 1.10929 -0.35867 -1.04724 -0.24
S -0.41726 -0.61194 -0.69773 0.70
O -1.39013 0.29957 -1.21137 -0.53
O -0.71496 -1.20371 0.57249 -0.63
F -0.63444 -1.84352 -1.68237 -0.39
S 1.49704 0.44307 0.33580 0.29
O 1.84712 -0.37466 1.45106 -0.12
O 0.75542 1.62860 0.58602 -0.52
F 2.92659 0.92201 -0.13684 -0.29
C 3.61692 -3.07794 -1.71632 0.49
O 4.24204 -4.11871 -1.77455 -0.70
N 4.17898 -1.84078 -1.74542 -0.15
N 2.24713 -3.04612 -1.55342 -0.05
H 5.18006 -1.81733 -1.77845 0.20
H 3.61147 -1.01147 -1.75806 0.09
H 1.83508 -2.12067 -1.51931 -0.04
H 1.66104 -3.85628 -1.52266 0.16
C 2.01507 0.64872 -4.58511 0.48
O 2.36143 1.19632 -5.61618 -0.69
N 1.46067 1.40955 -3.53340 -0.16
N 1.84643 -0.69477 -4.43231 -0.16
H 2.03754 2.24036 -3.63349 0.20
H 1.48631 0.98807 -2.60961 0.20
H 1.57293 -0.98579 -3.50680 0.10
H 2.04862 -1.43404 -5.07570 0.20
C 1.58043 -1.99744 4.80280 0.45
O 1.60523 -2.33114 5.97834 -0.71
N 0.86928 -2.67366 3.84008 -0.23
N 2.18781 -0.86987 4.32919 -0.11
H 0.91021 -2.31037 2.90000 0.13
H 0.54581 -3.60652 4.00366 0.21
H 2.64380 -0.24431 4.96284 0.18
H 2.16969 -0.74531 3.33222 0.22
C -3.65067 -2.74742 0.58353 0.59
O -3.14169 -3.21544 -0.42329 -0.64
N -2.96931 -2.79402 1.76378 -0.41
N -4.91674 -2.22993 0.63496 -0.33
H -2.02811 -3.13951 1.71325 0.23
H -3.12009 -2.19164 2.55429 0.25
H -5.54842 -2.31655 -0.13640 0.21
H -5.30425 -1.96265 1.52167 0.19
C -4.18403 0.72220 -3.71635 0.55
O -3.38894 1.51955 -4.17690 -0.59
N -5.30028 0.24829 -4.39376 -0.44
N -3.99857 0.13909 -2.49841 0.04
H -5.50039 0.69304 -5.26819 0.26
H -5.98062 -0.20602 -3.81496 0.18
H -3.14455 0.36434 -2.01362 -0.07
H -4.73611 -0.33380 -2.01199 0.20
C 4.72602 -2.90371 2.91587 -0.14
C 4.34165 -2.44348 1.48923 -0.39
O 4.63249 -1.05355 1.46807 -0.10
S 5.81417 -0.67293 2.44630 1.21
O 5.49328 0.52261 3.13223 -0.57
O 7.08283 -0.80337 1.82290 -0.59
O 5.56226 -1.89800 3.45645 -0.37
H 5.17561 -3.89477 2.89770 0.32
H 3.84208 -2.97279 3.55575 0.09
H 3.33369 -2.63676 1.14016 0.22
H 5.02764 -3.00031 0.84106 0.39
C -1.27259 3.74112 -2.30064 0.26
C 0.05507 4.29528 -1.75834 0.11
O -0.16436 5.71527 -1.83583 -0.43
S -1.65246 6.04391 -1.39030 1.03
O -2.10037 7.18827 -2.08955 -0.59
O -1.72950 5.95317 0.02848 -0.51
O -2.28691 4.70837 -1.99784 -0.26
H -1.55661 2.80173 -1.80185 -0.36
H -1.33502 3.34343 -3.31593 0.39
H 0.92777 4.13149 -2.38060 0.11
H 0.23087 3.99988 -0.72448 0.27
C -2.95325 0.57590 2.50997 0.87
C -2.06588 1.73283 3.02541 -0.66
C -2.27453 2.79830 1.95181 0.20
O -3.56877 2.60993 1.44172 -0.51
C -3.78657 1.21896 1.37157 0.07
H -3.68712 0.21747 3.23880 0.44
H -2.38631 -0.27354 2.14418 -0.96
H -1.03946 1.37997 3.10570 0.26
H -2.43051 2.05883 3.99813 0.23
H -1.48851 2.75692 1.18491 -0.34
H -2.15566 3.81460 2.33668 0.43
H -3.44289 0.82436 0.40475 -0.27
H -4.84809 0.96985 1.41180 0.38

=====

| no. | strongest force on any atom (hartree/bohr) |
| --- | --- |
| 1 | 0.02086 |
| 2 | 0.00785 |
| 3 | 0.07119 |
| 4 | 0.10688 |